{"formula": "C18H38BrClIN7O2", "method": "ωB97M-V/def2-TZVPD", "homo_lumo_gap_ev": 8.59, "e_lumo_ev": 0.06, "charge": 0, "max_force_ev_per_a": 2.44, "elements": ["C", "C", "O", "N", "C", "N", "C", "C", "C", "N", "N", "N", "C", "N", "C", "C", "O", "Br", "C", "C", "C", "C", "C", "N", "C", "C", "C", "C", "Cl", "H", "H", "H", "H", "H", "H", "H", "H", "H", "H", "H", "H", "H", "H", "H", "H", "H", "H", "H", "H", "H", "H", "H", "H", "H", "H", "H", "H", "H", "H", "H", "H", "H", "H", "H", "H", "H", "H", "I"], "positions_angstrom": [[-0.732, -3.127, 2.267], [-1.596, -1.913, 2.473], [-1.758, -1.479, 3.609], [-2.293, -1.342, 1.316], [-3.692, -1.160, 1.756], [-1.705, -0.109, 0.794], [-0.536, 0.407, 1.532], [-0.254, 1.855, 1.041], [0.426, 2.731, 2.125], [-0.516, 3.685, 2.717], [1.070, 1.994, 3.186], [1.455, 3.503, 1.403], [0.757, -0.355, 1.292], [0.925, -0.948, -0.035], [1.398, -2.306, -0.063], [2.682, -2.515, 0.715], [2.810, -2.462, 1.915], [4.262, -2.988, -0.377], [-0.019, -0.635, -1.096], [0.558, 0.383, -2.141], [1.920, 0.987, -1.813], [3.081, 0.150, -2.339], [4.413, 0.539, -1.723], [4.780, 1.933, -1.946], [-1.446, -0.220, -0.668], [-2.452, -1.108, -1.366], [-2.379, -0.945, -2.897], [-3.709, -1.163, -3.548], [-4.165, -2.877, -3.585], [0.307, -2.850, 2.177], [-0.846, -3.760, 3.130], [-1.064, -3.703, 1.413], [-3.994, -2.093, 2.207], [-4.326, -0.906, 0.924], [-3.797, -0.392, 2.505], [-2.561, 0.797, 0.827], [-0.742, 0.521, 2.581], [-1.145, 2.366, 0.713], [0.415, 1.779, 0.194], [-1.338, 3.214, 3.083], [-0.803, 4.299, 1.969], [1.039, 2.580, 4.011], [2.038, 1.813, 2.959], [1.907, 4.136, 2.050], [1.042, 4.026, 0.640], [1.603, 0.277, 1.505], [0.816, -1.144, 2.033], [0.693, -3.062, 0.298], [1.613, -2.563, -1.089], [-0.131, -1.551, -1.656], [-0.137, 1.199, -2.317], [0.668, -0.125, -3.092], [1.970, 1.921, -2.361], [2.056, 1.249, -0.770], [3.151, 0.386, -3.401], [2.883, -0.915, -2.286], [4.350, 0.333, -0.658], [5.168, -0.141, -2.104], [4.237, 2.354, -2.684], [4.650, 2.448, -1.089], [-1.654, 0.770, -1.058], [-3.461, -0.832, -1.087], [-2.306, -2.140, -1.091], [-1.647, -1.653, -3.269], [-2.007, 0.052, -3.109], [-4.469, -0.568, -3.064], [-3.661, -0.826, -4.573], [-3.802, 2.192, 0.996]]}


{"formula": "C3H4N3", "method": "ωB97M-V/def2-TZVPD", "homo_lumo_gap_ev": [8.92, 8.92], "e_lumo_ev": [-5.36, -5.36], "charge": 1, "max_force_ev_per_a": 3.91, "relative_energy_ev": 1.520, "elements": ["C", "C", "C", "N", "N", "N", "H", "H", "H", "H"], "positions_angstrom": [[1.855, -0.282, 0.001], [1.280, -1.449, 0.293], [-1.705, 0.252, 0.008], [-0.082, -1.524, 0.206], [2.124, 0.809, -0.365], [-0.858, -0.615, 0.255], [1.857, -2.380, 0.121], [2.528, 1.739, -0.270], [-1.665, 0.643, -1.078], [-2.552, 0.458, 0.636]]}


{"formula": "C39H40AsBrF4N9NaO3PS3SbSe4Si", "method": "ωB97M-V/def2-TZVPD", "homo_lumo_gap_ev": 6.11, "e_lumo_ev": 2.94, "charge": -2, "max_force_ev_per_a": 1.25, "relative_energy_ev": 0.335, "elements": ["Na", "F", "C", "C", "F", "C", "F", "C", "P", "C", "C", "C", "C", "C", "C", "C", "C", "C", "C", "C", "C", "C", "Br", "C", "F", "H", "H", "H", "H", "H", "H", "H", "H", "H", "H", "C", "Si", "C", "C", "C", "C", "C", "C", "N", "C", "S", "H", "H", "H", "H", "H", "H", "H", "H", "H", "H", "H", "H", "C", "As", "C", "C", "S", "H", "H", "H", "H", "H", "H", "H", "H", "H", "O", "S", "O", "O", "C", "N", "C", "C", "C", "N", "C", "C", "C", "N", "C", "C", "H", "H", "H", "H", "H", "H", "Se", "Sb", "Se", "Se", "Se", "N", "N", "N", "C", "N", "N", "H", "H", "H"], "positions_angstrom": [[-1.477, 0.272, 0.265], [-0.785, 3.373, -7.418], [-0.789, 2.452, -6.448], [-0.946, 1.117, -6.767], [-1.089, 0.758, -8.048], [-0.942, 0.169, -5.760], [-1.069, -1.105, -6.149], [-0.797, 0.505, -4.421], [-0.754, -0.757, -3.040], [0.776, -1.593, -3.625], [0.846, -2.759, -4.380], [2.077, -3.265, -4.775], [3.250, -2.609, -4.432], [3.191, -1.440, -3.686], [1.961, -0.943, -3.282], [-2.170, -1.812, -3.528], [-3.343, -1.195, -3.969], [-4.477, -1.944, -4.236], [-4.465, -3.320, -4.044], [-3.319, -3.936, -3.566], [-2.180, -3.186, -3.307], [-0.623, 1.861, -4.129], [-0.338, 2.481, -2.366], [-0.622, 2.822, -5.128], [-0.456, 4.121, -4.859], [-0.059, -3.278, -4.668], [2.114, -4.179, -5.354], [4.207, -3.009, -4.744], [4.098, -0.922, -3.401], [1.919, -0.033, -2.695], [-3.379, -0.117, -4.089], [-5.378, -1.447, -4.573], [-5.356, -3.904, -4.237], [-3.302, -4.994, -3.339], [-1.319, -3.694, -2.888], [4.372, -4.432, -0.885], [4.515, -3.258, 0.549], [3.965, -4.055, 2.143], [6.318, -2.773, 0.747], [3.555, -1.645, 0.280], [4.224, -0.433, 0.249], [3.536, 0.770, 0.095], [2.163, 0.715, 0.001], [1.466, -0.425, 0.035], [2.142, -1.565, 0.146], [1.259, -3.083, 0.096], [4.854, -5.381, -0.637], [4.853, -4.021, -1.775], [3.331, -4.641, -1.134], [4.593, -4.922, 2.365], [2.930, -4.395, 2.095], [4.052, -3.349, 2.973], [6.923, -3.666, 0.921], [6.456, -2.108, 1.602], [6.711, -2.275, -0.142], [5.304, -0.416, 0.334], [4.052, 1.720, 0.058], [1.575, 1.618, -0.117], [0.412, -1.998, 3.350], [-1.081, -1.076, 4.114], [-2.194, -2.405, 4.931], [-0.280, -0.106, 5.578], [-2.181, 0.226, 2.906], [0.855, -2.611, 4.137], [1.132, -1.275, 2.967], [0.064, -2.657, 2.556], [-1.652, -2.925, 5.720], [-2.473, -3.118, 4.152], [-3.076, -1.903, 5.324], [0.120, -0.808, 6.310], [-1.030, 0.535, 6.037], [0.525, 0.510, 5.181], [-0.942, 10.158, 3.772], [-1.863, 9.193, 4.350], [-2.876, 8.698, 3.443], [-2.337, 9.521, 5.679], [-0.753, 7.772, 4.621], [0.140, 7.895, 5.610], [1.012, 6.908, 5.734], [1.020, 5.796, 4.908], [0.029, 5.745, 3.941], [-0.851, 6.732, 3.798], [-0.099, 4.602, 2.989], [0.569, 3.399, 3.179], [0.426, 2.391, 2.244], [-0.327, 2.501, 1.151], [-0.984, 3.652, 0.984], [-0.904, 4.720, 1.863], [1.748, 7.009, 6.527], [1.769, 5.027, 5.018], [1.183, 3.228, 4.052], [0.938, 1.445, 2.376], [-1.609, 3.715, 0.100], [-1.451, 5.638, 1.696], [-4.211, -3.711, 0.213], [-2.004, -4.712, 0.506], [-1.127, -6.218, -1.168], [-1.351, -5.198, 2.786], [-0.828, -2.403, -0.118], [-5.564, -0.878, -1.046], [-4.780, 0.145, -0.545], [-5.177, 0.938, 0.418], [-4.140, 1.769, 0.505], [-3.190, 1.488, -0.390], [-3.627, 0.429, -1.066], [-6.139, -1.178, -0.262], [-4.916, -1.642, -1.269], [-4.078, 2.568, 1.223]]}


{"formula": "C3H8ClNO3P", "method": "ωB97M-V/def2-TZVPD", "homo_lumo_gap_ev": 7.70, "e_lumo_ev": 3.37, "charge": -1, "max_force_ev_per_a": 0.49, "relative_energy_ev": 2.683, "elements": ["C", "P", "C", "N", "C", "O", "O", "O", "H", "H", "H", "H", "H", "H", "H", "H", "Cl"], "positions_angstrom": [[2.034, -0.432, 0.247], [0.578, -0.174, -0.831], [0.054, 1.487, -0.235], [-0.513, -1.110, 0.362], [-1.767, -1.422, -0.151], [-2.070, -2.291, -0.916], [-2.830, -0.623, 0.239], [-2.598, 0.201, 1.377], [1.876, -0.146, 1.290], [2.861, 0.129, -0.197], [2.290, -1.498, 0.207], [-0.870, 1.759, -0.765], [0.816, 2.215, -0.514], [-0.116, 1.500, 0.847], [-0.064, -2.003, 0.542], [-2.000, 0.875, 1.020], [2.319, 1.533, -2.522]]}